{
  "formula": "C31H41NOPSbSiZr",
  "method": "the ωB97M-V functional and the def2-TZVPD basis",
  "symbols": ["Zr", "Si", "P", "N", "H", "C", "H", "H", "H", "C", "H", "H", "H", "C", "H", "H", "H", "C", "H", "H", "H", "H", "H", "C", "C", "C", "C", "C", "C", "H", "H", "H", "H", "H", "C", "O", "C", "H", "H", "H", "C", "H", "H", "H", "C", "C", "C", "C", "C", "C", "Sb", "C", "C", "C", "C", "C", "C", "C", "C", "C", "C", "C", "C", "H", "H", "H", "H", "H", "H", "H", "H", "H", "H", "H", "H", "H", "H", "H"],
  "positions_angstrom": [[-0.0181, 0.2523, 0.0623], [2.5796, 0.4457, -0.7500], [-0.2792, 0.5144, -2.5753], [-0.3662, -1.6635, -0.1545], [-0.3866, 2.6031, 1.7765], [-2.0735, 0.7439, -2.7927], [-2.2775, 1.0193, -3.8359], [-2.4421, 1.5295, -2.1194], [-2.5996, -0.1908, -2.5527], [0.4074, 1.9752, -3.4108], [0.0483, 1.9862, -4.4474], [1.5017, 1.9333, -3.3939], [0.0808, 2.8904, -2.9002], [0.0858, -0.8732, -3.6910], [-0.1638, -0.5893, -4.7211], [-0.5067, -1.7480, -3.3975], [1.1475, -1.1325, -3.6235], [3.3871, 2.1387, -0.4681], [3.1213, 2.5481, 0.5179], [3.0884, 2.8501, -1.2509], [4.4808, 1.9980, -0.5107], [3.4208, -0.4923, 0.0754], [2.8735, 0.1235, -2.1863], [-0.2786, -2.9800, -0.3278], [-1.2958, -5.1910, -0.2096], [-1.3879, -3.8232, -0.0164], [0.9345, -3.5837, -0.8055], [0.9969, -4.9489, -1.0163], [-0.1187, -5.7567, -0.7310], [-2.1503, -5.8259, 0.0407], [-2.2685, -3.3339, 0.3947], [1.7879, -2.9193, -0.9903], [1.9203, -5.3830, -1.4009], [-0.0758, -6.8335, -0.9106], [-1.1435, 2.8605, 0.9977], [-1.4042, 1.6567, 0.2774], [-2.4206, 3.2814, 1.7032], [-2.3562, 4.3272, 2.0223], [-2.5657, 2.6498, 2.5945], [-3.2964, 3.1639, 1.0439], [-0.4966, 3.9158, 0.1063], [-1.0147, 4.0059, -0.8608], [0.5603, 3.6662, -0.0853], [-0.5141, 4.8986, 0.6071], [-0.4140, 3.2855, 6.3307], [0.6086, 3.3809, 5.3776], [0.7873, 2.3607, 4.4340], [-0.0534, 1.2419, 4.4514], [-1.0883, 1.1487, 5.3877], [-1.2671, 2.1727, 6.3284], [0.2489, -0.2734, 2.9458], [2.0847, -1.2696, 3.4654], [2.5053, -2.3586, 2.6936], [3.8272, -2.8115, 2.8015], [4.7004, -2.2226, 3.7280], [4.2371, -1.2020, 4.5710], [2.9170, -0.7400, 4.4567], [-1.5469, -1.4713, 3.1323], [-1.4673, -2.7960, 3.5649], [-2.6374, -3.5671, 3.6307], [-3.8755, -3.0071, 3.2834], [-3.9400, -1.6734, 2.8557], [-2.7700, -0.9080, 2.7647], [-0.5494, 4.0791, 7.0679], [1.2704, 4.2484, 5.3615], [1.5795, 2.4496, 3.6871], [-1.7613, 0.2871, 5.3842], [-2.0747, 2.0973, 7.0585], [1.8199, -2.8502, 1.9974], [4.1697, -3.6286, 2.1655], [5.7326, -2.5690, 3.8056], [4.8957, -0.7655, 5.3217], [2.5499, 0.0268, 5.1433], [-0.5067, -3.2300, 3.8510], [-2.5784, -4.6071, 3.9554], [-4.7847, -3.6076, 3.3422], [-4.8990, -1.2246, 2.5915], [-2.8285, 0.1191, 2.3906]],
  "mulliken_charge": [0.6596, 0.9576, 0.8800, -0.5507, -0.6037, -1.1942, 0.4374, 0.2311, 0.3114, -1.1942, 0.4396, 0.2887, 0.2510, -1.2557, 0.4465, 0.3054, 0.2978, -1.1022, 0.2077, 0.2659, 0.3751, -0.3334, -0.2986, -0.2654, -0.6204, -0.3161, 0.1316, -0.6323, -0.3673, 0.3650, 0.3874, 0.2686, 0.3764, 0.3473, 1.7594, -0.5053, -1.4786, 0.4318, 0.2292, 0.3052, -1.3391, 0.2100, 0.1435, 0.5021, -0.5312, -0.6689, -0.4383, 0.2889, -0.4565, -0.5393, 1.0456, 0.4937, -0.3843, -0.5707, -0.5737, -0.4713, -0.6330, 0.5016, -0.5747, -0.5516, -0.4715, -0.6211, -0.3079, 0.3747, 0.3984, 0.4964, 0.3908, 0.3927, 0.3707, 0.4161, 0.3626, 0.3817, 0.3950, 0.3679, 0.3930, 0.3606, 0.3862, 0.2222],
  "total_energy_ev": -61333.6870,
  "molar_mass_g_mol": 715.7,
  "homo_lumo_gap_ev": 6.82,
  "e_lumo_ev": 0.24,
  "homo_energy_ha": -0.2418
}